# 1
{"formula": "C28H34N2O2S2Zn", "method": "ωB97M-V/def2-TZVPD", "elements": ["Zn", "C", "C", "N", "C", "C", "C", "C", "C", "C", "C", "C", "C", "N", "C", "H", "H", "H", "H", "H", "H", "H", "H", "C", "S", "C", "O", "H", "H", "H", "H", "H", "H", "C", "C", "C", "C", "C", "C", "C", "C", "C", "C", "H", "H", "H", "H", "H", "H", "H", "H", "H", "H", "H", "H", "O", "S", "C", "C", "C", "C", "H", "H", "H", "H", "H", "H", "H", "H"], "xyz": [[-0.153, -2.006, 1.005], [-4.104, -2.292, -2.244], [-2.758, -2.265, -1.850], [-2.227, -1.286, -1.151], [-3.012, -0.255, -0.789], [-4.376, -0.196, -1.117], [-4.914, -1.253, -1.870], [-5.173, 0.919, -0.686], [-4.630, 1.917, 0.036], [-3.236, 1.898, 0.387], [-2.642, 2.929, 1.132], [-1.305, 2.861, 1.425], [-0.575, 1.753, 0.969], [-1.103, 0.770, 0.271], [-2.419, 0.831, -0.021], [-4.478, -3.124, -2.825], [-2.092, -3.078, -2.122], [-5.962, -1.233, -2.143], [-6.223, 0.936, -0.954], [-5.233, 2.756, 0.363], [-3.245, 3.766, 1.463], [-0.813, 3.643, 1.988], [0.485, 1.665, 1.187], [4.559, 0.163, 0.598], [2.819, 0.612, 0.472], [2.917, 1.879, -0.807], [0.718, 0.656, -2.775], [4.921, -0.258, -0.341], [4.636, -0.581, 1.389], [5.157, 1.033, 0.866], [3.543, 2.707, -0.472], [1.905, 2.228, -1.000], [3.306, 1.465, -1.736], [2.400, -2.223, -2.152], [1.476, -1.597, -3.200], [2.308, -1.002, -4.335], [0.675, -0.513, -2.485], [0.433, -2.578, -3.733], [-0.519, -2.119, -4.647], [-1.494, -2.963, -5.152], [-1.544, -4.291, -4.747], [-0.616, -4.756, -3.829], [0.361, -3.905, -3.323], [3.104, -1.473, -1.789], [2.967, -3.048, -2.587], [1.848, -2.595, -1.286], [3.012, -0.271, -3.935], [1.689, -0.488, -5.069], [2.868, -1.791, -4.840], [0.018, -0.894, -1.684], [-0.499, -1.081, -4.959], [-2.220, -2.583, -5.861], [-2.303, -4.955, -5.143], [-0.649, -5.786, -3.498], [1.066, -4.293, -2.601], [2.596, -0.803, 3.824], [1.335, -0.058, 3.530], [1.486, 1.541, 4.381], [1.252, 1.246, 5.854], [-0.025, 0.408, 5.876], [0.113, -0.639, 4.767], [0.710, 2.197, 3.973], [2.469, 1.934, 4.128], [1.159, 2.158, 6.446], [2.094, 0.671, 6.243], [-0.884, 1.053, 5.673], [-0.192, -0.064, 6.845], [-0.819, -0.865, 4.250], [0.555, -1.571, 5.117]], "largest_force_ev_per_a": 0.20, "e_above_lowest_kj_mol": 0.0, "lumo_ev": 0.15, "e_homo_ev": -7.03}

---

# 2
{"formula": "C28H34N4O2", "method": "ωB97M-V/def2-TZVPD", "elements": ["C", "C", "C", "N", "C", "C", "C", "C", "O", "C", "C", "C", "C", "C", "C", "C", "C", "C", "C", "C", "O", "N", "C", "C", "C", "C", "C", "C", "C", "C", "N", "C", "N", "C", "H", "H", "H", "H", "H", "H", "H", "H", "H", "H", "H", "H", "H", "H", "H", "H", "H", "H", "H", "H", "H", "H", "H", "H", "H", "H", "H", "H", "H", "H", "H", "H", "H", "H"], "xyz": [[-7.731, -1.100, -2.362], [-7.880, 0.229, -1.634], [-7.590, 0.119, -0.135], [-6.214, -0.279, 0.126], [-5.952, -1.624, 0.600], [-5.565, -1.670, 2.083], [-6.653, -1.103, 2.986], [-5.286, 0.697, 0.078], [-5.594, 1.866, -0.146], [-3.848, 0.387, 0.314], [-3.107, -0.492, -0.386], [-1.661, -0.543, -0.356], [-1.017, -1.779, -0.490], [0.352, -1.890, -0.458], [1.146, -0.739, -0.364], [2.614, -0.831, -0.353], [3.273, -1.752, 0.457], [4.653, -1.794, 0.494], [5.407, -0.914, -0.276], [6.896, -0.996, -0.216], [7.494, -2.055, -0.323], [7.554, 0.171, -0.043], [6.998, 1.453, 0.339], [8.108, 2.089, 1.176], [9.366, 1.595, 0.465], [9.005, 0.162, 0.086], [4.752, -0.024, -1.122], [3.373, 0.020, -1.155], [0.531, 0.495, -0.302], [-0.862, 0.625, -0.279], [-1.380, 1.883, -0.383], [-2.475, 2.246, 0.163], [-3.075, 3.417, -0.152], [-3.161, 1.387, 1.199], [-7.958, -0.977, -3.419], [-6.714, -1.474, -2.274], [-8.412, -1.843, -1.951], [-7.198, 0.964, -2.061], [-8.899, 0.604, -1.756], [-7.751, 1.099, 0.323], [-8.261, -0.605, 0.330], [-6.861, -2.210, 0.445], [-5.158, -2.087, 0.012], [-5.370, -2.711, 2.348], [-4.640, -1.109, 2.226], [-6.350, -1.167, 4.028], [-7.581, -1.659, 2.865], [-6.841, -0.059, 2.749], [-3.587, -1.220, -1.028], [-1.624, -2.670, -0.583], [0.823, -2.858, -0.537], [2.697, -2.424, 1.077], [5.165, -2.505, 1.125], [6.804, 2.067, -0.550], [6.062, 1.329, 0.887], [8.075, 1.702, 2.195], [8.033, 3.173, 1.208], [9.543, 2.190, -0.433], [10.253, 1.644, 1.092], [9.293, -0.554, 0.864], [9.462, -0.165, -0.850], [5.325, 0.622, -1.771], [2.871, 0.707, -1.819], [1.120, 1.398, -0.241], [-2.761, 3.853, -1.006], [-4.076, 3.434, 0.004], [-3.867, 1.958, 1.799], [-2.415, 0.904, 1.832]], "smiles": "CCCN(CCC)C(=O)C1=Cc2ccc(-c3ccc(C(=O)N4CCCC4)cc3)cc2N=C(N)C1", "largest_force_ev_per_a": 0.87, "e_above_lowest_kj_mol": 0.0, "lumo_ev": 0.43, "e_homo_ev": -7.93}

---

# 3
{"formula": "C28H34N6O2", "method": "ωB97M-V/def2-TZVPD", "elements": ["C", "C", "C", "C", "C", "C", "C", "C", "N", "C", "C", "C", "C", "C", "C", "C", "C", "N", "N", "C", "C", "O", "N", "C", "C", "C", "N", "C", "C", "N", "C", "C", "C", "C", "O", "C", "H", "H", "H", "H", "H", "H", "H", "H", "H", "H", "H", "H", "H", "H", "H", "H", "H", "H", "H", "H", "H", "H", "H", "H", "H", "H", "H", "H", "H", "H", "H", "H", "H", "H"], "xyz": [[-1.670, -2.590, 2.760], [-1.527, -2.435, 1.277], [-0.344, -2.811, 0.654], [-0.166, -2.659, -0.709], [-1.186, -2.128, -1.478], [-2.371, -1.753, -0.872], [-2.553, -1.895, 0.497], [-3.858, -1.445, 1.122], [-4.370, -0.268, 0.468], [-5.388, -0.189, -0.447], [-6.295, -1.160, -0.860], [-7.238, -0.802, -1.799], [-7.293, 0.490, -2.327], [-6.400, 1.460, -1.930], [-5.435, 1.124, -0.983], [-4.366, 1.841, -0.367], [-3.814, 3.134, -0.477], [-2.754, 3.470, 0.185], [-2.176, 2.603, 1.014], [-0.967, 3.089, 1.651], [0.306, 2.554, 0.956], [1.087, 3.289, 0.394], [0.430, 1.223, 1.049], [1.517, 0.475, 0.463], [2.302, -0.280, 1.533], [3.399, -1.140, 0.905], [4.234, -0.385, -0.009], [5.023, -1.243, -0.870], [5.758, -0.398, -1.904], [6.644, 0.534, -1.234], [7.432, 1.298, -2.174], [5.859, 1.392, -0.365], [5.117, 0.549, 0.665], [-2.612, 1.324, 1.299], [-2.038, 0.633, 2.145], [-3.748, 0.945, 0.512], [-1.769, -1.608, 3.221], [-0.793, -3.080, 3.177], [-2.549, -3.182, 3.012], [0.454, -3.230, 1.250], [0.765, -2.956, -1.171], [-1.062, -2.006, -2.543], [-3.166, -1.343, -1.479], [-3.698, -1.207, 2.175], [-4.607, -2.239, 1.050], [-6.264, -2.165, -0.467], [-7.953, -1.538, -2.137], [-8.050, 0.725, -3.060], [-6.439, 2.458, -2.339], [-4.228, 3.895, -1.119], [-0.969, 4.176, 1.575], [-0.968, 2.769, 2.696], [-0.264, 0.702, 1.578], [2.169, 1.180, -0.055], [1.113, -0.237, -0.265], [1.622, -0.931, 2.087], [2.728, 0.434, 2.239], [2.921, -1.934, 0.324], [3.994, -1.618, 1.705], [4.355, -1.940, -1.382], [5.764, -1.826, -0.293], [6.356, -1.048, -2.548], [5.014, 0.129, -2.527], [8.029, 0.614, -2.776], [6.815, 1.913, -2.848], [8.104, 1.955, -1.623], [6.535, 2.080, 0.148], [5.124, 1.983, -0.939], [4.525, 1.210, 1.298], [5.853, 0.017, 1.295]], "smiles": "Cc1ccccc1Cn1c2ccccc2c2cnn(CC(=O)NCCCN3CCN(C)CC3)c(=O)c21", "largest_force_ev_per_a": 1.05, "e_above_lowest_kj_mol": 71.7, "lumo_ev": 0.13, "e_homo_ev": -8.30}

---

# 4
{"formula": "C28H34N7O2Tl", "method": "ωB97M-V/def2-TZVPD", "elements": ["Tl", "N", "C", "N", "C", "N", "N", "C", "C", "C", "C", "C", "C", "N", "C", "C", "C", "C", "C", "C", "H", "H", "H", "H", "H", "H", "H", "H", "H", "H", "H", "N", "C", "C", "C", "C", "N", "H", "H", "H", "H", "H", "H", "H", "H", "H", "H", "H", "H", "C", "C", "C", "C", "C", "C", "C", "C", "C", "C", "O", "O", "H", "H", "H", "H", "H", "H", "H", "H", "H", "H", "H"], "xyz": [[-1.194, -0.451, 0.628], [-1.911, 4.032, 2.699], [-2.248, 2.845, 2.223], [-1.461, 1.799, 2.187], [-0.193, 1.924, 2.740], [0.562, 0.894, 2.960], [-0.013, -0.288, 2.587], [0.312, -1.359, 3.173], [-0.438, -2.589, 2.851], [-0.159, -3.766, 3.520], [-0.987, -4.862, 3.323], [-2.082, -4.724, 2.486], [-2.279, -3.514, 1.840], [-1.461, -2.471, 1.993], [0.297, 3.243, 3.125], [1.617, 3.471, 3.528], [2.004, 4.736, 3.909], [1.079, 5.787, 3.912], [-0.229, 5.578, 3.527], [-0.602, 4.301, 3.127], [-2.602, 4.767, 2.742], [-3.266, 2.750, 1.860], [1.037, -1.368, 3.982], [0.685, -3.812, 4.196], [-0.796, -5.794, 3.838], [-2.782, -5.533, 2.334], [-3.143, -3.372, 1.202], [2.313, 2.643, 3.531], [3.025, 4.922, 4.210], [1.391, 6.776, 4.219], [-0.947, 6.390, 3.528], [-2.368, 1.214, -0.639], [-2.548, 0.837, -2.066], [-3.867, 0.077, -2.246], [-3.656, -1.312, -2.852], [-3.458, -2.357, -1.770], [-2.187, -2.184, -1.009], [-3.265, 1.511, -0.269], [-1.699, 1.972, -0.536], [-1.699, 0.226, -2.337], [-2.517, 1.723, -2.703], [-4.556, 0.670, -2.846], [-4.352, -0.055, -1.271], [-2.796, -1.298, -3.528], [-4.513, -1.616, -3.452], [-3.479, -3.353, -2.219], [-4.280, -2.302, -1.054], [-1.398, -2.064, -1.640], [-2.018, -3.029, -0.477], [5.352, -0.672, -4.777], [4.286, -0.591, -3.715], [3.841, -1.734, -3.061], [2.810, -1.686, -2.130], [2.312, -2.947, -1.467], [2.258, -0.445, -1.829], [2.685, 0.726, -2.454], [2.078, 2.058, -2.093], [3.715, 0.633, -3.377], [1.089, -0.380, -0.905], [1.193, -0.134, 0.308], [-0.082, -0.591, -1.385], [5.401, -1.670, -5.209], [6.335, -0.446, -4.358], [5.164, 0.047, -5.572], [4.297, -2.690, -3.294], [3.100, -3.698, -1.423], [1.481, -3.380, -2.030], [1.972, -2.759, -0.446], [0.985, 2.021, -2.136], [2.413, 2.837, -2.775], [2.363, 2.352, -1.080], [4.074, 1.537, -3.858]], "largest_force_ev_per_a": 0.62, "e_above_lowest_kj_mol": 131.4, "total_charge": 2, "lumo_ev": -6.86, "e_homo_ev": -12.90}

---

# 5
{"formula": "C28H35AsBrIN2O2PdS2Sb", "method": "ωB97M-V/def2-TZVPD", "elements": ["Pd", "S", "Sb", "C", "C", "C", "C", "C", "C", "C", "C", "C", "C", "C", "C", "C", "C", "C", "C", "C", "C", "H", "H", "H", "H", "H", "H", "H", "H", "H", "H", "H", "H", "H", "H", "H", "O", "S", "C", "C", "C", "C", "H", "H", "H", "H", "H", "H", "H", "H", "I", "C", "C", "N", "N", "C", "H", "H", "H", "C", "As", "C", "C", "O", "H", "H", "H", "H", "H", "H", "H", "H", "H", "Br"], "xyz": [[-0.883, 1.297, 0.264], [-2.238, -0.539, 0.356], [-0.499, -2.140, 0.020], [-1.109, -3.894, 0.968], [-0.210, -4.683, 1.677], [-0.651, -5.890, 2.199], [-1.967, -6.293, 2.011], [-2.853, -5.502, 1.291], [-2.426, -4.295, 0.758], [0.952, -1.117, 1.195], [2.083, 0.733, 0.939], [2.825, 1.643, 1.844], [3.114, 1.222, 3.071], [2.612, -0.114, 3.498], [1.220, -1.591, 2.630], [-0.115, -2.579, -1.990], [-1.121, -2.371, -2.929], [-0.914, -2.786, -4.238], [0.287, -3.389, -4.596], [1.282, -3.595, -3.648], [1.084, -3.196, -2.332], [0.828, -4.394, 1.812], [0.037, -6.517, 2.751], [-2.303, -7.234, 2.425], [-3.874, -5.824, 1.143], [-3.126, -3.687, 0.194], [2.022, 1.099, -0.082], [3.155, 2.600, 1.466], [3.692, 1.826, 3.756], [3.019, -0.433, 4.454], [0.831, -2.537, 2.994], [-2.070, -1.929, -2.644], [-1.698, -2.664, -4.974], [0.440, -3.719, -5.614], [2.207, -4.080, -3.928], [1.860, -3.384, -1.597], [0.313, 3.002, 0.558], [0.389, 4.471, 1.016], [-0.704, 5.506, 0.011], [-1.278, 6.496, 1.019], [-1.743, 5.661, 2.212], [-0.639, 4.644, 2.514], [-1.484, 4.863, -0.402], [-0.116, 5.962, -0.783], [-2.093, 7.058, 0.566], [-0.517, 7.219, 1.320], [-2.670, 5.141, 1.967], [-1.933, 6.283, 3.084], [-0.997, 3.640, 2.743], [0.033, 4.961, 3.310], [4.242, -2.702, 2.625], [2.728, -1.255, 2.441], [1.062, -0.310, 3.497], [0.325, 0.676, 2.701], [0.625, 0.380, 1.346], [2.441, -0.759, 0.997], [0.588, -0.402, 4.470], [-0.675, 0.515, 2.835], [3.058, -1.157, 0.198], [1.089, 0.214, -3.924], [-0.233, 1.054, -2.835], [0.124, 2.927, -2.761], [-2.040, 0.750, -3.396], [0.033, 0.395, -1.237], [0.972, 0.634, -4.925], [0.936, -0.865, -3.951], [2.076, 0.459, -3.536], [0.109, 3.306, -3.785], [1.107, 3.091, -2.323], [-0.649, 3.421, -2.177], [-2.059, -0.004, -4.180], [-2.439, 1.691, -3.771], [-2.627, 0.421, -2.538], [-2.844, 2.571, -0.050]], "largest_force_ev_per_a": 0.67, "e_above_lowest_kj_mol": 429.9, "total_charge": 3, "lumo_ev": -11.91, "e_homo_ev": -16.48}

---

# 6
{"formula": "C28H35B2CaCl7FMgN3O25S", "method": "ωB97M-V/def2-TZVPD", "elements": ["C", "C", "Cl", "C", "Cl", "N", "O", "C", "N", "C", "C", "C", "C", "C", "S", "O", "O", "Cl", "C", "B", "O", "O", "C", "O", "O", "H", "H", "H", "H", "H", "H", "H", "H", "H", "H", "H", "H", "H", "H", "H", "H", "H", "Ca", "C", "Cl", "Cl", "H", "H", "N", "C", "C", "C", "C", "H", "H", "H", "H", "H", "B", "O", "C", "O", "C", "O", "O", "O", "C", "O", "C", "O", "O", "O", "H", "C", "C", "O", "C", "O", "O", "F", "H", "H", "H", "Mg", "C", "C", "O", "C", "O", "O", "H", "H", "H", "H", "C", "O", "O", "O", "H", "C", "Cl", "Cl", "H", "H"], "xyz": [[4.566, -0.286, -2.534], [3.863, -1.657, -2.247], [5.157, -2.963, -2.173], [3.031, -1.695, -0.872], [3.364, -0.245, 0.209], [1.641, -2.077, -1.032], [1.177, -3.002, -0.099], [1.349, -4.241, -0.688], [1.564, -5.201, -1.272], [0.674, -0.991, -1.293], [0.030, -0.594, 0.095], [-0.609, 0.825, 0.199], [0.256, 1.898, 0.956], [-0.182, 3.359, 0.506], [1.205, 4.554, 0.487], [0.808, 5.711, 1.313], [2.496, 3.994, 0.837], [1.380, 5.201, -1.487], [-0.501, -1.738, -2.118], [-1.610, -0.751, -2.632], [-2.787, -0.349, -1.903], [-1.403, -0.140, -3.967], [1.170, 0.165, -2.224], [1.428, 1.337, -1.893], [1.408, -0.184, -3.465], [5.405, -0.162, -1.797], [5.009, -0.340, -3.567], [3.867, 0.587, -2.522], [3.155, -1.986, -3.045], [3.522, -2.548, -0.316], [-0.791, -1.346, 0.301], [0.723, -0.709, 0.977], [-1.591, 0.719, 0.761], [-0.902, 1.280, -0.796], [0.049, 1.854, 2.064], [1.349, 1.765, 0.741], [-0.647, 3.345, -0.513], [-0.960, 3.801, 1.192], [-0.990, -2.539, -1.482], [-0.045, -2.309, -2.982], [-3.276, -1.144, -1.528], [-1.516, 0.828, -3.901], [-2.953, 1.348, -4.211], [3.412, 3.740, 3.992], [2.231, 2.456, 4.298], [4.590, 3.851, 5.304], [3.935, 3.522, 3.064], [2.888, 4.688, 3.906], [2.132, -1.846, 3.092], [2.306, -3.010, 3.786], [2.104, -2.738, 5.123], [1.793, -1.363, 5.229], [1.815, -0.840, 3.955], [2.221, -1.735, 2.097], [2.558, -3.926, 3.277], [2.173, -3.451, 5.929], [1.577, -0.814, 6.133], [1.634, 0.160, 3.592], [-0.504, -3.677, -7.157], [-1.009, -2.293, -7.353], [-2.130, -2.188, -6.682], [-2.809, -1.183, -6.625], [-2.435, -3.481, -6.005], [-3.395, -3.702, -5.310], [-1.485, -4.355, -6.282], [-0.372, -4.375, -8.444], [0.907, -4.740, -8.576], [1.354, -5.330, -9.517], [1.666, -4.293, -7.376], [2.834, -4.457, -7.174], [0.831, -3.666, -6.540], [4.029, -6.337, -2.490], [3.083, -6.288, -2.685], [-2.044, 6.838, 0.513], [-3.167, 7.826, 0.605], [-3.938, 7.536, -0.553], [-3.742, 6.213, -0.806], [-4.426, 5.558, -1.532], [-2.673, 5.725, -0.126], [-2.711, 9.095, 0.516], [-1.219, 7.194, -0.107], [-1.652, 6.559, 1.489], [-3.791, 7.721, 1.496], [-3.791, -0.763, 0.384], [-4.728, -1.523, 5.602], [-3.838, -1.211, 6.772], [-2.539, -1.184, 6.184], [-2.698, -0.912, 4.864], [-1.807, -0.654, 4.114], [-4.007, -0.970, 4.502], [-5.713, -1.067, 5.691], [-4.847, -2.593, 5.442], [-4.049, -0.231, 7.210], [-3.896, -1.967, 7.554], [5.560, 5.398, -0.437], [5.142, 4.217, -0.523], [4.549, 6.311, -0.421], [6.719, 5.817, -0.370], [3.842, 5.637, -0.485], [-6.336, -5.388, 5.155], [-7.101, -3.906, 5.751], [-4.695, -5.083, 4.573], [-6.293, -6.111, 5.965], [-6.931, -5.784, 4.337]], "largest_force_ev_per_a": 7.06, "e_above_lowest_kj_mol": 349.1, "lumo_ev": -6.64, "e_homo_ev": -7.94}